[1]
# C20H13ClF2N4O

An isolated molecule of C20H13ClF2N4O in a non-equilibrium geometry (ωB97M-V with the def2-TZVPD basis set, the Open Molecules 2025 dataset).

## Properties
- Structure (SMILES): O=c1cc(CN(c2cccc(Cl)c2)c2cccnn2)c2ccc(F)c(F)c2[nH]1
- Frontier orbital gap: 8.54 eV
- Lowest unoccupied orbital energy: -0.0075 Ha
- HOMO level: -8.744 eV
- Relative energy (zero: lowest compared OMol25 entry of this formula, charge and spin): 7.4 kcal per mole

Cartesian coordinates (Å):
1 O 1.30478 -4.13511 1.26823
2 C 1.48316 -3.18121 0.51821
3 C 0.39291 -2.41170 -0.00157
4 C 0.62962 -1.24743 -0.73234
5 C -0.61747 -0.54190 -1.28665
6 N -1.20938 0.39654 -0.28400
7 C -2.13700 -0.11304 0.62772
8 C -1.72486 -0.71656 1.81979
9 C -2.64266 -1.18870 2.76535
10 C -4.01537 -1.05279 2.52692
11 C -4.45182 -0.45547 1.32120
12 Cl -6.18076 -0.24573 0.96189
13 C -3.50373 0.01112 0.41981
14 C -0.98692 1.78482 -0.30801
15 C -1.28522 2.69936 0.68511
16 C -1.02871 4.07129 0.45785
17 C -0.49763 4.49031 -0.75991
18 N -0.13371 3.56020 -1.65954
19 N -0.43540 2.26914 -1.44795
20 C 2.04001 -0.83962 -0.99857
21 C 2.42703 0.31194 -1.70701
22 C 3.77474 0.57655 -1.97007
23 C 4.79292 -0.27696 -1.53420
24 F 6.06058 0.04455 -1.86205
25 C 4.44612 -1.43229 -0.82573
26 F 5.40043 -2.27129 -0.33550
27 C 3.09464 -1.67255 -0.54004
28 N 2.77993 -2.76020 0.28478
29 H -0.59976 -2.75698 0.25115
30 H -0.30842 -0.07845 -2.22671
31 H -1.35065 -1.31353 -1.54766
32 H -0.66717 -0.79978 2.03396
33 H -2.26819 -1.58715 3.68450
34 H -4.73858 -1.43877 3.22966
35 H -3.82457 0.53532 -0.49490
36 H -1.67005 2.35114 1.61454
37 H -1.29357 4.87056 1.14526
38 H -0.31845 5.52933 -0.98092
39 H 1.65564 0.97673 -2.10292
40 H 4.08879 1.45761 -2.53880
41 H 3.51874 -3.41930 0.52913

Löwdin population analysis, charges in e, atoms 1 to 4: O 0.0430; C -0.4717; C 0.0483; C -0.0755


[2]
# C6H5FO

An isolated molecule of C6H5FO in a non-equilibrium geometry (ωB97M-V with the def2-TZVPD basis set, the Open Molecules 2025 dataset).

## Properties
- Structure (SMILES): C#CC1(F)CC(=O)C1
- Frontier orbital gap: 10.74 eV
- Lowest unoccupied orbital energy: 0.0280 Ha
- HOMO level: -9.982 eV
- Relative energy (zero: lowest compared OMol25 entry of this formula, charge and spin): 39.4 kcal per mole

Cartesian coordinates (Å):
1 C -2.06440 1.74434 -0.00492
2 C -1.37417 0.76334 -0.05115
3 C -0.50021 -0.41250 -0.11686
4 F -1.27116 -1.53683 -0.35459
5 C 0.70591 -0.28730 -1.07117
6 C 1.59061 -0.21280 0.15890
7 O 2.75412 0.07752 0.33349
8 C 0.44174 -0.57893 1.09793
9 H -2.66143 2.60858 0.02176
10 H 0.85769 -1.21268 -1.63487
11 H 0.75813 0.58753 -1.76366
12 H 0.50254 -1.60056 1.42518
13 H 0.26063 0.06028 1.95997

Löwdin population analysis, charges in e, atoms 1 to 4: C 0.1532; C -0.0311; C -0.4720; F 0.0268


[3]
# C25H24F5NSeSiTcTe

A structure of composition C25H24F5NSeSiTcTe (ωB97M-V with the def2-TZVPD basis set, the Open Molecules 2025 dataset).

## Properties
- <S²>: 1.002
- 2S+1: 2
- Frontier orbital gap (alpha / beta): 6.36 / 6.98 eV
- Lowest unoccupied orbital energy (alpha / beta): -0.0402 / -0.0201 Ha
- HOMO level (alpha / beta): -7.455 / -7.523 eV
- Relative energy (zero: lowest compared OMol25 entry of this formula, charge and spin): 0.0 kcal per mole

Cartesian coordinates (Å):
1 Tc 0.16712 -0.34119 -0.76534
2 C 0.08819 -1.61626 0.86774
3 Si 1.26712 -0.91318 2.11749
4 C 2.13344 0.50403 1.18786
5 N 1.16746 1.26778 0.34427
6 C 1.88150 2.09248 -0.66937
7 C 2.79660 3.14584 -0.04962
8 C 2.13707 3.80807 1.17096
9 C 0.62833 3.62130 1.11071
10 C 0.26328 2.14187 1.18661
11 C 0.43872 -0.24333 3.65883
12 C -0.93516 -0.35364 3.87053
13 C -1.53645 0.19501 4.99669
14 C -0.76778 0.86639 5.93421
15 C 0.60333 0.98593 5.74681
16 C 1.19456 0.43547 4.62074
17 C 2.65182 -2.08605 2.57936
18 C 3.50020 -2.56654 1.57560
19 C 4.52037 -3.46000 1.85945
20 C 4.71362 -3.89630 3.16391
21 C 3.87996 -3.43993 4.17247
22 C 2.85864 -2.54571 3.87950
23 H -0.93275 -1.72644 1.24003
24 H 0.41580 -2.62179 0.57659
25 H 2.85850 0.04956 0.50125
26 H 2.71261 1.16266 1.84361
27 H 1.11052 2.55208 -1.29138
28 H 2.43772 1.41068 -1.31432
29 H 3.00565 3.89013 -0.82058
30 H 3.75811 2.70614 0.21849
31 H 2.40014 4.86469 1.22215
32 H 2.50986 3.35870 2.09583
33 H 0.22974 4.06956 0.19685
34 H 0.13162 4.12521 1.94173
35 H -0.76319 1.97288 0.87831
36 H 0.35975 1.79709 2.21484
37 H -1.55589 -0.86628 3.14579
38 H -2.60504 0.09755 5.13740
39 H -1.23583 1.29506 6.81116
40 H 1.20692 1.50611 6.47931
41 H 2.26825 0.53783 4.49450
42 H 3.35980 -2.25768 0.54364
43 H 5.16152 -3.82085 1.06560
44 H 5.50890 -4.59439 3.39061
45 H 4.02093 -3.78264 5.18955
46 H 2.21394 -2.20405 4.68126
47 F 0.32042 0.75223 -7.49906
48 C 0.42963 0.11297 -6.33705
49 C -0.39315 -0.96426 -6.05146
50 F -1.29922 -1.35924 -6.94442
51 C -0.26559 -1.61969 -4.83830
52 F -1.08710 -2.64467 -4.60463
53 C 0.66520 -1.23194 -3.88524
54 Se 0.74141 -2.15927 -2.20140
55 C 1.47564 -0.15859 -4.20414
56 F 2.39634 0.28464 -3.33083
57 C 1.37014 0.51699 -5.40684
58 F 2.16653 1.55538 -5.67130
59 Te -2.05910 0.34196 -1.36483

Löwdin population analysis, charges in e, atoms 1 to 4: Tc 0.4406; C -0.4159; Si 0.6176; C -0.2223


[4]
# C5H7N

An isolated molecule of C5H7N (ωB97M-V with the def2-TZVPD basis set, the Open Molecules 2025 dataset).

## Properties
- Structure (SMILES): CC1(C#N)CC1
- Frontier orbital gap: 11.33 eV
- Lowest unoccupied orbital energy: 0.0333 Ha
- HOMO level: -10.420 eV
- Relative energy (zero: lowest compared OMol25 entry of this formula, charge and spin): 27.7 kcal per mole

Cartesian coordinates (Å):
1 C 1.49063 0.28127 -0.11437
2 C 0.07759 -0.24208 0.12635
3 C 0.03706 -1.67112 0.37301
4 N 0.02907 -2.79911 0.63146
5 C -1.13314 0.48765 0.70113
6 C -0.95585 0.38852 -0.77315
7 H 1.62121 1.31870 0.20124
8 H 2.24661 -0.34510 0.36546
9 H 1.66352 0.25115 -1.19634
10 H -1.04710 1.44623 1.20536
11 H -1.88478 -0.17341 1.12364
12 H -0.55714 1.28489 -1.24122
13 H -1.58768 -0.22760 -1.40257

Löwdin population analysis, charges in e, atoms 1 to 4: C -0.0325; C -0.4613; C -0.1851; N 0.1517